DFT (ωB97M-V with the def2-TZVPD basis set) results for the molecule C5H7NO at a distorted geometry.

Each line ends with the Mulliken charge.
Geometry (Å):
1 C 0.808196 1.372798 0.364014  -0.765
2 C 0.873128 -0.136950 0.500819  -0.145
3 C -0.372655 -0.829659 0.973615  -0.580
4 O -1.242344 -1.433549 0.006924  -0.356
5 C -1.372587 -0.718985 -1.092401  0.154
6 N -0.718611 0.335347 -1.361755  -0.648
7 C 0.590146 0.507242 -0.817170  0.137
8 H -0.044843 1.916703 0.764701  0.245
9 H 1.737190 1.928540 0.399745  0.261
10 H 1.834425 -0.588061 0.709238  0.354
11 H -1.077257 0.102817 1.113507  0.281
12 H -0.212792 -1.704014 1.637089  0.322
13 H -2.176131 -1.072850 -1.731244  0.399
14 H 1.340408 0.512979 -1.601586  0.341

Cartesian forces (eV/Å) of the 3 atoms listed first:
0.1 0.2 0.1
0.3 -0.5 -0.1
-1.7 1.8 0.2

The value obtained for the molar mass is 97.117 g/mol. Its lowest unoccupied orbital energy is 1.0 eV. Its net charge is 0. The energy above the lowest of the compared OMol25 structures with the same formula, charge and spin is 2.473 eV. Its multiplicity is 1. The HOMO-LUMO gap is 10.28 eV. As for the HOMO energy: -9.3 eV. As for the SMILES: C1=N[C@H]2C[C@H]2CO1.